Record 1
{"formula": "C31H17AlAsCl4N2O10", "method": "the ωB97M-V functional and the def2-TZVPD basis", "elements": ["Al", "O", "C", "O", "C", "C", "C", "C", "C", "C", "O", "N", "O", "O", "N", "O", "O", "H", "H", "Cl", "C", "C", "Cl", "C", "Cl", "C", "O", "C", "O", "C", "Cl", "O", "As", "C", "C", "C", "C", "C", "C", "C", "C", "C", "C", "C", "C", "C", "C", "C", "C", "C", "C", "H", "H", "H", "H", "H", "H", "H", "H", "H", "H", "H", "H", "H", "H", "H"], "coordinates": [[1.70940, -0.27338, -1.29750], [3.56610, 1.40752, 1.68952], [3.09260, 0.56496, 0.96095], [2.43262, 0.84845, -0.13554], [3.21380, -0.89878, 1.32183], [3.60012, -1.18894, 2.61596], [3.70973, -2.50112, 3.03859], [3.45621, -3.55583, 2.17904], [3.05681, -3.26164, 0.89934], [2.92725, -1.94335, 0.40726], [2.60180, -1.74163, -0.83845], [2.72173, -4.39887, 0.03385], [3.50249, -5.33446, 0.02298], [1.67837, -4.35393, -0.57801], [4.06643, -2.78741, 4.42333], [4.20248, -1.84660, 5.18392], [4.19703, -3.95426, 4.74899], [3.81470, -0.36887, 3.28514], [3.55581, -4.58025, 2.50523], [-2.54728, 2.70074, -5.85676], [-1.24889, 1.91229, -5.01898], [-0.67887, 0.76691, -5.55020], [-1.26800, 0.11613, -7.03961], [0.37329, 0.12767, -4.89645], [1.10610, -1.30382, -5.52526], [0.82353, 0.62737, -3.67611], [1.79966, 0.01467, -3.00196], [0.21486, 1.77026, -3.15775], [0.73380, 2.15486, -1.90126], [-0.79249, 2.49479, -3.81205], [-0.80122, 4.21508, -1.81349], [0.01852, -0.60819, -0.89320], [-1.02783, 0.23939, 0.13463], [-2.68424, -0.70004, 0.08076], [-3.06198, -1.27911, -1.12601], [-4.28357, -1.92746, -1.21406], [-5.11900, -1.98911, -0.10591], [-4.73839, -1.40814, 1.09516], [-3.51424, -0.76107, 1.19299], [-1.25906, 1.96088, -0.47992], [-0.13830, 2.64711, -0.97665], [-1.36154, 3.76210, -3.41355], [-0.83416, 5.98599, -1.47592], [-2.47759, 3.92464, -0.90463], [-2.47379, 2.71681, -0.32862], [-0.29675, 0.06953, 1.89475], [-0.26101, -1.18621, 2.49928], [0.34504, -1.32687, 3.73645], [0.92339, -0.22272, 4.35431], [0.89474, 1.02112, 3.74184], [0.27787, 1.17503, 2.50701], [-2.39964, -1.22732, -1.98191], [-4.58314, -2.38431, -2.14788], [-6.07273, -2.49592, -0.17953], [-5.39114, -1.46077, 1.95670], [-3.20626, -0.31418, 2.13109], [0.49684, 4.33320, -2.37100], [-2.43966, 3.86141, -3.42115], [-0.31919, 5.90672, -0.49219], [-3.27523, 4.64834, -0.96001], [-3.32494, 2.29405, 0.19725], [-0.68942, -2.04800, 1.99972], [0.38566, -2.29883, 4.21169], [1.42030, -0.34224, 5.30885], [1.37636, 1.86977, 4.20840], [0.27409, 2.13585, 2.00473]], "forces_ev_per_angstrom": [[0.0, 0.1, 0.0], [0.0, 0.0, 0.0], [0.0, 0.0, -0.1], [0.0, -0.1, 0.1], [0.0, 0.0, 0.1], [0.0, 0.0, 0.0], [0.0, 0.0, 0.0], [0.0, 0.0, 0.0], [0.0, 0.0, 0.0], [0.0, 0.0, 0.0], [0.0, 0.0, 0.0], [0.0, 0.0, 0.0], [0.0, 0.0, 0.0], [0.0, 0.0, 0.0], [0.0, 0.0, 0.0], [0.0, 0.0, 0.0], [0.0, 0.0, 0.0], [0.0, 0.0, 0.0], [0.0, 0.0, 0.0], [0.0, 0.0, 0.0], [0.0, 0.0, 0.0], [0.0, 0.0, 0.0], [0.0, 0.0, 0.0], [0.0, 0.0, 0.0], [0.0, 0.0, 0.0], [0.0, 0.0, 0.0], [0.0, 0.0, 0.0], [0.0, 0.0, 0.0], [0.0, 0.0, 0.0], [-0.1, 0.0, 0.0], [-0.1, 0.0, 0.0], [0.0, 0.0, 0.0], [-0.1, 0.0, 0.0], [0.0, 0.0, 0.0], [0.0, 0.0, 0.0], [0.0, 0.0, 0.0], [0.0, 0.0, 0.0], [0.0, 0.0, 0.0], [0.0, 0.0, 0.0], [0.0, 0.0, 0.0], [0.0, 0.1, 0.0], [0.1, 0.0, 0.0], [0.0, 0.0, 0.0], [0.1, -0.1, 0.0], [0.0, 0.0, 0.0], [0.0, 0.0, 0.0], [0.0, 0.0, 0.0], [0.0, 0.0, 0.0], [0.0, 0.0, 0.0], [0.0, 0.0, 0.0], [0.0, 0.0, 0.0], [0.0, 0.0, 0.0], [0.0, 0.0, 0.0], [0.0, 0.0, 0.0], [0.0, 0.0, 0.0], [0.0, 0.0, 0.0], [0.0, 0.0, 0.0], [0.0, 0.0, 0.0], [0.0, 0.0, 0.0], [0.0, 0.0, 0.0], [0.0, 0.0, 0.0], [0.0, 0.0, 0.0], [0.0, 0.0, 0.0], [0.0, 0.0, 0.0], [0.0, 0.0, 0.0], [0.0, 0.0, 0.0]], "lowdin_charge": [0.0082, 0.0951, -0.5021, 0.0700, -0.0216, 0.0624, -0.1421, 0.0813, -0.0531, -0.2033, 0.0641, -0.3470, 0.0778, 0.1125, -0.3568, 0.0640, 0.0621, 0.1328, 0.1347, 0.6796, -0.6286, -0.7000, 0.6459, -0.6157, 0.6945, -0.3026, 0.0023, -0.1372, -0.0782, -0.2539, 0.8927, -0.2436, 1.3094, -0.2926, -0.0661, -0.0686, -0.0811, -0.0816, -0.0955, -0.3612, -0.3375, -0.2830, -0.1901, -0.1987, -0.1934, -0.2906, -0.0884, -0.0782, -0.0766, -0.0623, -0.0741, 0.1145, 0.1075, 0.1027, 0.1029, 0.1069, 0.0743, 0.0437, -0.0618, 0.0655, 0.0970, 0.1162, 0.1091, 0.1080, 0.1143, 0.1153], "homo_lumo_gap_ev": [6.23, 5.56], "de_lowest_ev": 16.828, "charge": -1, "lumo_ev": [1.4, 1.4]}

---

Record 2
{"formula": "C31H18BrF5IOPRuS", "method": "the ωB97M-V functional and the def2-TZVPD basis", "elements": ["Ru", "O", "C", "C", "C", "C", "C", "C", "C", "P", "C", "C", "C", "C", "C", "C", "C", "C", "C", "C", "C", "C", "H", "H", "H", "H", "H", "H", "H", "H", "H", "H", "H", "H", "H", "H", "Br", "C", "C", "C", "C", "C", "C", "I", "H", "H", "H", "H", "F", "C", "C", "F", "C", "F", "C", "S", "C", "F", "C", "F"], "coordinates": [[0.17475, 1.21042, -1.63009], [-0.66577, 0.87714, -3.75527], [-0.58277, -0.04145, -3.00001], [-0.90618, -1.45168, -2.91269], [-1.13438, -2.29189, -3.99491], [-1.39061, -3.63209, -3.72466], [-1.43907, -4.09359, -2.41312], [-1.25019, -3.23620, -1.32827], [-0.98159, -1.90165, -1.58553], [-0.82347, -0.56866, -0.37378], [-2.40441, 0.30607, -0.36350], [-3.49844, -0.11424, -1.12615], [-4.67398, 0.61900, -1.10278], [-4.76446, 1.76953, -0.32728], [-3.68463, 2.18601, 0.43692], [-2.50599, 1.46025, 0.42402], [-0.51252, -1.21271, 1.25964], [0.79114, -1.48112, 1.67899], [1.00566, -2.06004, 2.91733], [-0.07518, -2.36944, 3.73433], [-1.37220, -2.09478, 3.32218], [-1.59866, -1.51184, 2.08629], [-1.08560, -1.92156, -5.00816], [-1.54295, -4.32470, -4.53872], [-1.63354, -5.14024, -2.22636], [-1.32039, -3.61037, -0.31551], [-3.44324, -1.01396, -1.72539], [-5.52243, 0.28877, -1.68450], [-5.68372, 2.33482, -0.31507], [-3.76444, 3.07347, 1.04651], [-1.67601, 1.77436, 1.04903], [1.64204, -1.22375, 1.05607], [2.01372, -2.26300, 3.24964], [0.09480, -2.81955, 4.70170], [-2.20903, -2.32986, 3.96518], [-2.61134, -1.29189, 1.77457], [6.25322, 0.55658, -2.83029], [5.28286, -0.69935, -1.83420], [5.97919, -1.71663, -1.17310], [5.30361, -2.66658, -0.43321], [3.91838, -2.63319, -0.33695], [3.20667, -1.63419, -0.98332], [3.89438, -0.67595, -1.71769], [2.81036, 0.81671, -2.71022], [7.05594, -1.74945, -1.25216], [5.86431, -3.44316, 0.06557], [3.39250, -3.38607, 0.23138], [2.12367, -1.60908, -0.93824], [0.25491, 6.03607, 4.44820], [0.28938, 5.41625, 3.29898], [1.23369, 4.40333, 3.09295], [2.07247, 4.09358, 4.05988], [1.26219, 3.74599, 1.87880], [2.14825, 2.78136, 1.67470], [0.36704, 4.08123, 0.83721], [0.47314, 3.35719, -0.68676], [-0.57958, 5.11052, 1.08502], [-1.43846, 5.42947, 0.13580], [-0.62488, 5.77005, 2.29974], [-1.50816, 6.71576, 2.53724]], "forces_ev_per_angstrom": [[-0.1, -0.2, 0.0], [0.2, 0.2, -0.2], [0.0, -0.6, 0.4], [0.0, 0.1, 0.2], [-0.1, -0.2, 0.1], [0.0, 0.1, 0.1], [0.0, 0.0, 0.0], [0.0, 0.3, -0.1], [0.0, -0.4, 0.0], [-0.2, 0.2, -0.2], [-0.1, -0.1, 0.1], [0.0, 0.1, 0.0], [0.1, 0.0, 0.0], [0.0, -0.1, -0.1], [0.0, 0.0, 0.0], [0.0, 0.0, 0.0], [0.1, 0.0, 0.0], [0.1, 0.1, 0.0], [-0.1, 0.0, 0.0], [0.0, 0.0, 0.0], [0.0, 0.0, 0.0], [0.0, 0.0, 0.0], [0.0, 0.0, -0.1], [0.0, 0.0, -0.1], [0.0, 0.0, 0.0], [0.0, 0.0, 0.0], [0.0, 0.0, 0.0], [0.0, 0.0, 0.0], [-0.1, 0.1, 0.0], [0.0, 0.1, 0.0], [0.0, 0.0, 0.0], [-0.1, 0.0, 0.1], [0.0, 0.0, 0.0], [0.0, 0.0, 0.0], [0.0, 0.0, 0.0], [0.0, 0.0, 0.0], [0.0, 0.1, 0.0], [-0.2, -0.3, 0.3], [-0.1, 0.3, -0.2], [-0.1, 0.0, 0.0], [0.0, 0.1, -0.1], [0.1, 0.0, -0.1], [0.1, -0.2, 0.1], [0.1, 0.3, -0.3], [0.0, 0.0, 0.0], [0.0, 0.0, 0.0], [0.0, -0.1, 0.0], [0.1, 0.0, -0.1], [0.0, 0.0, -0.1], [0.0, 0.0, -0.1], [-0.1, -0.1, -0.3], [0.0, 0.0, 0.0], [0.0, -0.1, 0.3], [-0.1, 0.1, 0.1], [-0.2, 0.0, 0.2], [0.1, 0.5, -0.1], [0.1, 0.2, 0.2], [0.0, 0.0, 0.1], [0.1, -0.3, -0.3], [-0.1, 0.0, 0.0]], "lowdin_charge": [0.6938, 0.0946, -0.4469, -0.2258, 0.0385, -0.0096, -0.0058, -0.0199, -0.3060, 1.0283, -0.3808, -0.0598, -0.0336, -0.0288, -0.0464, -0.1147, -0.3617, -0.0819, -0.0464, -0.0346, -0.0428, -0.0686, 0.1404, 0.1278, 0.1278, 0.1235, 0.1131, 0.1225, 0.1230, 0.1176, 0.0970, 0.0805, 0.1188, 0.1218, 0.1214, 0.1147, 0.7965, -0.7427, -0.0980, -0.0472, -0.0651, -0.1704, -0.6811, 1.1078, 0.1148, 0.1220, 0.1137, 0.0584, 0.2096, -0.0910, -0.1261, 0.1737, -0.2184, 0.1164, -0.5100, 0.7861, -0.2212, 0.1295, -0.1256, 0.1775], "homo_lumo_gap_ev": [7.23, 5.26], "multiplicity": 5, "de_lowest_ev": 0.011, "charge": 2, "lumo_ev": [-6.8, -8.8]}

---

Record 3
{"formula": "C31H19AsBiCl5NO4", "method": "the ωB97M-V functional and the def2-TZVPD basis", "elements": ["Bi", "O", "C", "O", "C", "C", "C", "C", "C", "N", "C", "O", "O", "H", "H", "H", "H", "Cl", "C", "C", "C", "Cl", "C", "Cl", "C", "Cl", "C", "Cl", "C", "C", "C", "C", "C", "C", "As", "C", "C", "C", "C", "C", "C", "C", "C", "C", "C", "C", "C", "H", "H", "H", "H", "H", "H", "H", "H", "H", "H", "H", "H", "H", "H", "H"], "coordinates": [[1.35255, -1.56551, -0.25899], [5.54457, 0.45514, -2.49230], [4.39178, 0.25084, -1.83830], [3.50418, -0.48260, -2.21627], [4.27670, 0.90534, -0.51549], [5.09409, 1.95869, -0.10457], [4.81021, 2.54183, 1.12698], [3.72815, 2.12062, 1.80267], [2.92528, 1.05654, 1.33173], [3.21876, 0.45117, 0.18717], [1.74512, 0.51661, 2.12748], [1.44685, 1.06093, 3.14804], [1.12005, -0.49950, 1.58376], [5.49583, -0.10604, -3.29925], [5.89202, 2.29718, -0.76156], [5.30363, 3.40224, 1.51066], [3.32898, 2.57672, 2.71993], [-1.54713, -3.54759, -0.48922], [-0.46170, -4.16707, 0.77424], [0.66608, -3.42409, 0.98230], [1.54307, -3.88649, 1.93808], [3.02496, -3.04774, 2.14685], [1.25952, -4.97353, 2.75261], [2.38407, -5.42517, 3.96030], [0.06526, -5.65837, 2.54386], [-0.44999, -6.89727, 3.61593], [-0.81360, -5.28181, 1.54704], [-2.35303, -6.03070, 1.27384], [0.88330, 4.26287, -0.07619], [-0.12790, 3.83138, 0.78420], [-0.64009, 2.56333, 0.54397], [-0.08550, 1.69908, -0.39662], [0.87719, 2.14790, -1.27435], [1.34437, 3.42042, -1.10282], [-0.94372, -0.00567, -0.64592], [-2.44354, -0.13364, 0.63029], [-2.17912, -0.19180, 2.01108], [-3.23279, -0.21910, 2.86361], [-4.54023, -0.06244, 2.40467], [-4.82044, 0.05478, 1.05409], [-3.72506, 0.01877, 0.14007], [-1.81418, 0.01385, -2.34895], [-2.42268, 1.22585, -2.71794], [-3.25907, 1.27682, -3.83023], [-3.52912, 0.06197, -4.53703], [-2.80219, -1.07298, -4.23780], [-1.93189, -1.09906, -3.15591], [1.23587, 5.26593, 0.05408], [-0.43029, 4.51917, 1.59368], [-1.46733, 2.19382, 1.24693], [1.27961, 1.57371, -2.10853], [2.02286, 3.76664, -1.83306], [-1.14802, -0.24851, 2.30576], [-3.09299, -0.19969, 3.96161], [-5.32185, -0.06863, 3.12792], [-5.82599, 0.25255, 0.65875], [-3.82982, 0.11744, -0.89766], [-2.21551, 2.10391, -2.13274], [-3.74867, 2.16302, -4.09490], [-4.22791, 0.12095, -5.34399], [-2.98374, -1.96205, -4.87256], [-1.34982, -1.99100, -2.87102]], "forces_ev_per_angstrom": [[0.1, -0.3, 0.4], [-0.7, -0.4, -0.3], [0.0, -0.9, 0.1], [0.4, 0.2, -0.6], [-0.1, 0.8, 0.3], [-0.2, -0.7, -0.4], [0.3, 0.5, -0.9], [-2.8, -1.0, 1.6], [1.2, -0.1, -0.5], [0.2, 0.4, 0.4], [0.8, 0.4, -1.2], [-0.5, 0.0, 0.7], [-0.4, -0.2, 0.3], [0.1, 0.5, 0.4], [-0.1, -0.1, 0.3], [0.8, 0.4, 0.0], [0.6, -0.1, -0.3], [0.2, -0.5, 0.4], [-1.1, 0.3, -0.6], [0.4, 0.4, -0.4], [0.0, 0.0, 0.3], [0.6, 0.4, -0.1], [0.2, 0.1, -0.2], [-0.2, -0.3, 0.1], [-0.5, -0.5, 0.7], [0.3, -0.1, 0.0], [-0.5, 0.8, -1.0], [0.6, 0.0, 0.2], [-0.4, -0.7, -0.1], [0.8, 0.4, -0.5], [-1.3, -0.8, 2.3], [-1.6, 0.2, 0.1], [0.2, -0.3, -0.2], [-0.3, 1.0, 0.7], [-0.2, -0.7, 0.6], [0.6, 0.5, 0.0], [0.7, -0.5, -1.5], [-0.7, 0.7, 1.7], [0.1, -0.3, -0.7], [0.9, 0.3, -1.0], [-0.4, -0.2, 1.9], [0.0, 1.0, -0.4], [-0.1, -0.4, -0.5], [0.5, -2.6, 0.5], [1.0, 1.9, 0.9], [-0.6, -0.9, -0.8], [0.4, -0.7, 0.6], [0.4, 0.3, -0.2], [-0.2, -0.8, -0.5], [1.3, 0.5, -1.3], [-0.2, -0.2, 0.2], [0.9, 0.6, -0.5], [0.2, 0.0, 0.5], [0.1, -0.3, -0.8], [-0.6, 0.1, 0.3], [0.5, -0.3, 0.4], [-0.7, 0.1, -1.2], [-0.1, 0.3, 0.1], [-0.6, 1.2, -0.4], [-0.3, -0.3, -0.4], [0.4, 0.5, 0.6], [-0.5, 0.3, -0.4]], "lowdin_charge": [1.6631, 0.1386, -0.4752, 0.0064, -0.1797, 0.0489, -0.0241, 0.0226, -0.1611, 0.0870, -0.5828, 0.1305, -0.3502, 0.1548, 0.1315, 0.1177, 0.1398, 0.6417, -0.6623, -0.4294, -0.7353, 0.7104, -0.6996, 0.7290, -0.6841, 0.7282, -0.6852, 0.7011, -0.0470, -0.0514, -0.0940, -0.4143, -0.1305, -0.0715, 1.2371, -0.3505, -0.1114, -0.0713, -0.0671, -0.0352, -0.0755, -0.4086, -0.1045, -0.0322, -0.0445, -0.0726, -0.1183, 0.1042, 0.1264, 0.1305, 0.1166, 0.0992, 0.0862, 0.1289, 0.1027, 0.1172, 0.0693, 0.1028, 0.0916, 0.1040, 0.1252, 0.0758], "homo_lumo_gap_ev": 8.08, "de_lowest_ev": 0.000, "charge": 1, "lumo_ev": -3.5}